a) Formula: C2H9NO
Source: the OMol25 dataset
Level of theory: ωB97M-V/def2-TZVPD

Geometry as XYZ:
```
13
C2H9NO | the OMol25 dataset | ωB97M-V/def2-TZVPD
C 2.85920 1.02264 2.41192
O 2.19234 0.34478 1.38940
C 1.60607 1.16437 0.41878
H 3.73959 1.58251 2.05457
H 2.23167 1.79445 2.88868
H 3.15425 0.28920 3.14299
H 0.58286 0.84279 0.24923
H 1.52311 2.22464 0.68019
H 2.15267 1.13806 -0.53045
N -5.84278 -2.46575 -3.51812
H -6.30749 -1.78914 -4.12431
H -5.43377 -3.12237 -4.18182
H -5.04113 -1.96250 -3.14368
```

Results
E_HOMO: -9.782 eV
M: 63.1 g/mol
HOMO-LUMO gap: 10.8834 eV
LUMO energy: 1.10 eV
SMILES: COC.N
spin multiplicity: 1

What are the Mulliken partial charges on each atom? They are as follows, in elementary charge units:
1. C -0.63
2. O -0.33
3. C -0.65
4. H 0.29
5. H 0.29
6. H 0.23
7. H 0.24
8. H 0.31
9. H 0.24
10. N -0.66
11. H 0.22
12. H 0.22
13. H 0.22



b) Formula: C2H9NO
Source: the OMol25 dataset
Level of theory: ωB97M-V/def2-TZVPD

Geometry as XYZ:
```
13
C2H9NO | the OMol25 dataset | ωB97M-V/def2-TZVPD
C -2.69646 -0.30473 0.01177
C -1.22193 0.16535 -0.04773
H -3.31882 -0.01605 -0.82536
H -2.69228 -1.39428 -0.02020
H -3.13777 0.11270 0.89268
H -0.63796 -0.38351 -0.69824
H -0.89763 0.08968 1.01334
H -1.13830 1.23281 -0.30838
N 2.99760 0.58879 0.14705
O 3.37644 -0.77193 -0.13875
H 3.47524 1.12324 -0.52981
H 2.03375 0.66056 -0.19565
H 3.85813 -1.10262 0.69929
```

Results
E_HOMO: -10.074 eV
M: 63.1 g/mol
HOMO-LUMO gap: 11.1387 eV
LUMO energy: 1.06 eV
SMILES: CC.NO
spin multiplicity: 1

What are the Mulliken partial charges on each atom? They are as follows, in elementary charge units:
1. C -0.95
2. C -0.81
3. H 0.30
4. H 0.27
5. H 0.29
6. H 0.33
7. H 0.27
8. H 0.29
9. N -0.38
10. O -0.43
11. H 0.25
12. H 0.21
13. H 0.34



c) Formula: C2H9NO
Source: the OMol25 dataset
Level of theory: ωB97M-V/def2-TZVPD

Geometry as XYZ:
```
13
C2H9NO | the OMol25 dataset | ωB97M-V/def2-TZVPD
C -1.20883 0.62223 -1.00791
O 0.01385 -0.11702 -0.67393
C 1.15898 0.75302 -0.71500
H -2.05276 -0.04555 -0.69573
H -1.29686 1.58288 -0.42657
H -1.31246 0.85472 -2.08565
H 1.01212 1.54023 -1.52008
H 1.28900 1.14201 0.30398
H 2.07306 0.19001 -0.96998
N -0.03677 -1.20625 2.19879
H -0.30338 -1.17685 1.17967
H 0.23280 -2.20102 2.32950
H 0.80410 -0.75794 2.22222
```

Results
E_HOMO: -9.907 eV
M: 63.1 g/mol
HOMO-LUMO gap: 10.8800 eV
LUMO energy: 0.97 eV
SMILES: COC.N
spin multiplicity: 1

What are the Mulliken partial charges on each atom? They are as follows, in elementary charge units:
1. C -0.68
2. O -0.36
3. C -0.62
4. H 0.24
5. H 0.32
6. H 0.29
7. H 0.29
8. H 0.25
9. H 0.23
10. N -0.73
11. H 0.31
12. H 0.23
13. H 0.22



d) Formula: C2H9NO
Source: the OMol25 dataset
Level of theory: ωB97M-V/def2-TZVPD

Geometry as XYZ:
```
13
C2H9NO | the OMol25 dataset | ωB97M-V/def2-TZVPD
C 1.19276 -1.40953 0.17910
N -0.18719 -1.27600 -0.29306
H 1.46000 -2.44458 0.41057
H 1.85595 -1.03339 -0.59902
H 1.30948 -0.78853 1.06421
H -0.87534 -1.48792 0.41204
H -0.37345 -1.80096 -1.13536
C -0.83133 2.01187 0.14556
O -0.30233 1.21205 -0.86705
H -1.88499 1.79727 0.35072
H -0.27550 1.92496 1.09594
H -0.78341 3.05792 -0.16394
H -0.30466 0.23682 -0.59971
```

Results
E_HOMO: -9.153 eV
M: 63.1 g/mol
HOMO-LUMO gap: 10.0469 eV
LUMO energy: 0.89 eV
SMILES: CN.CO
spin multiplicity: 1

What are the Mulliken partial charges on each atom? They are as follows, in elementary charge units:
1. C -0.77
2. N -0.61
3. H 0.31
4. H 0.30
5. H 0.27
6. H 0.24
7. H 0.22
8. C -0.56
9. O -0.58
10. H 0.24
11. H 0.22
12. H 0.21
13. H 0.50



So which one is most stable? That would be d), about 22.9 kJ/mol below the next structure.



a) Formula: C2H9NO
Source: the OMol25 dataset
Level of theory: ωB97M-V/def2-TZVPD

Geometry as XYZ:
```
13
C2H9NO | the OMol25 dataset | ωB97M-V/def2-TZVPD
C -0.70786 -0.90722 1.41068
O 0.07108 -0.20690 0.45736
C 0.17756 1.18236 0.76286
H -0.25308 -1.88521 1.56301
H -1.71830 -1.07146 1.00854
H -0.81289 -0.36597 2.34485
H 0.94737 1.34732 1.51504
H -0.77445 1.55935 1.12636
H 0.41250 1.68478 -0.16463
N 0.75220 -0.15546 -2.67217
H 1.12500 -1.09344 -2.77476
H 1.01871 0.13155 -1.74384
H -0.23783 -0.21969 -2.83329
```

Results
E_HOMO: -9.557 eV
M: 63.1 g/mol
HOMO-LUMO gap: 10.5389 eV
LUMO energy: 0.98 eV
SMILES: COC.N
spin multiplicity: 1

What are the Mulliken partial charges on each atom? They are as follows, in elementary charge units:
1. C -0.69
2. O -0.35
3. C -0.69
4. H 0.22
5. H 0.26
6. H 0.34
7. H 0.27
8. H 0.35
9. H 0.26
10. N -0.71
11. H 0.22
12. H 0.26
13. H 0.25



b) Formula: C2H9NO
Source: the OMol25 dataset
Level of theory: ωB97M-V/def2-TZVPD

Geometry as XYZ:
```
13
C2H9NO | the OMol25 dataset | ωB97M-V/def2-TZVPD
C 0.26469 -1.62085 -0.12661
C 0.16535 -1.24287 1.34114
N -1.19911 -1.47617 1.98948
H -0.11625 -0.80709 -0.74719
H 1.30182 -1.68588 -0.38874
H 0.06047 -2.63951 -0.54022
H 1.03496 -1.75968 1.89424
H 0.37750 -0.15385 1.44351
H -1.77237 -2.09930 1.44783
H -1.14731 -1.75848 2.88785
O 0.12460 4.99997 -2.68606
H 0.94313 4.64318 -3.04967
H -0.03747 5.60054 -3.46556
```

Results
E_HOMO: -9.007 eV
M: 63.1 g/mol
HOMO-LUMO gap: 9.9888 eV
LUMO energy: 0.98 eV
SMILES: CCN.O
spin multiplicity: 1

What are the Mulliken partial charges on each atom? They are as follows, in elementary charge units:
1. C -1.04
2. C -0.19
3. N -0.51
4. H 0.28
5. H 0.33
6. H 0.34
7. H 0.21
8. H 0.19
9. H 0.21
10. H 0.19
11. O -0.64
12. H 0.31
13. H 0.32



So which one is most stable? That would be a), about 8.2 kJ/mol below the next structure.